<i>
A single C3H7NOS molecule. Source: the Open Molecules 2025 dataset; level of theory: ωB97M-V/def2-TZVPD.

CARTESIAN COORDINATES (ANGSTROEM)
C1 0.191 0.291 0.180
C2 -1.167 0.840 0.420
C3 2.109 0.019 -1.129
N1 0.830 0.615 -0.849
O1 -2.009 -1.608 1.126
S1 -2.378 -0.458 -0.022
H1 0.536 -0.444 0.919
H2 -2.725 -1.643 1.772
H3 -1.326 1.118 1.462
H4 -1.387 1.670 -0.247
H5 2.474 0.449 -2.062
H6 2.826 0.217 -0.328
H7 2.026 -1.065 -1.243

Properties
Frontier orbital gap in eV: 9.3
Highest occupied orbital energy in eV: -8.8
SMILES: C/N=C/CSO



<ii>
A single C3H7NOS molecule. Source: the Open Molecules 2025 dataset; level of theory: ωB97M-V/def2-TZVPD.

CARTESIAN COORDINATES (ANGSTROEM)
C1 -1.265 1.751 -0.081
C2 -0.615 0.398 0.301
C3 0.746 0.223 -0.317
H1 -1.875 1.707 -1.020
H2 -0.501 2.531 -0.193
H3 -1.813 2.078 0.784
H4 -0.465 0.381 1.466
H5 -0.876 -1.651 -0.759
H6 0.981 0.391 -1.396
H7 3.518 -0.652 0.509
N1 1.718 -0.115 0.431
O1 2.962 -0.205 -0.197
S1 -1.743 -1.035 -0.015

Properties
Frontier orbital gap in eV: 10.2
Highest occupied orbital energy in eV: -9.2
SMILES: C[C@@H](S)/C=N/O



<iii>
A single C3H7NOS molecule. Source: the Open Molecules 2025 dataset; level of theory: ωB97M-V/def2-TZVPD.

CARTESIAN COORDINATES (ANGSTROEM)
C1 1.566 -0.297 -0.807
C2 -0.263 -0.966 0.453
C3 0.159 1.574 0.270
N1 0.393 0.190 -0.059
O1 3.791 0.143 -2.061
S1 2.616 0.815 -1.415
H1 1.673 -1.298 -0.921
H2 0.364 -1.538 1.148
H3 -1.171 -0.702 0.996
H4 -0.516 -1.549 -0.474
H5 0.745 1.709 1.206
H6 0.481 2.363 -0.483
H7 -0.960 1.651 0.627

Properties
Frontier orbital gap in eV: 8.2
Highest occupied orbital energy in eV: -7.9



What should be chosen as the least stable of them? Choose <iii>.



<i>
A single C3H7NOS molecule. Source: the Open Molecules 2025 dataset; level of theory: ωB97M-V/def2-TZVPD.

CARTESIAN COORDINATES (ANGSTROEM)
C1 1.844 0.551 0.858
C2 1.070 0.041 -0.379
C3 -0.390 0.571 -0.258
H1 2.851 0.166 0.773
H2 1.705 1.612 0.998
H3 1.386 0.077 1.738
H4 1.378 0.626 -1.270
H5 0.703 -1.812 -1.276
H6 1.211 -1.930 0.281
H7 -0.850 -1.641 0.434
N1 1.271 -1.377 -0.582
O1 -0.639 1.727 -0.504
S1 -1.707 -0.516 0.319

Properties
Frontier orbital gap in eV: 9.9
Highest occupied orbital energy in eV: -9.4
SMILES: C[C@@H](N)C(=O)S



<ii>
2 unconnected molecules or ions with the total composition C3H7NOS. Source: the Open Molecules 2025 dataset; level of theory: ωB97M-V/def2-TZVPD.

CARTESIAN COORDINATES (ANGSTROEM)
C1 0.318 -1.679 -2.438
C2 0.269 1.443 -0.011
C3 -0.849 0.787 0.778
N1 -0.211 -0.975 -1.715
O1 0.825 -1.114 1.824
S1 -0.580 -1.009 0.952
H1 0.872 -2.470 -2.775
H2 0.735 -1.997 2.124
H3 -0.107 2.425 -0.284
H4 1.235 1.521 0.420
H5 0.295 0.983 -0.996
H6 -1.867 0.734 0.392
H7 -0.935 1.352 1.728

Properties
Frontier orbital gap in eV: 8.2
Highest occupied orbital energy in eV: -7.5
SMILES: CCSO.C#N



What should be chosen as the least stable of them? Choose <ii>.



<i>
A single C3H7NOS molecule. Source: the Open Molecules 2025 dataset; level of theory: ωB97M-V/def2-TZVPD.

CARTESIAN COORDINATES (ANGSTROEM)
C1 -1.786 2.006 -0.585
C2 -1.090 1.331 0.585
C3 0.985 0.054 -0.012
H1 -1.130 2.072 -1.428
H2 -2.100 2.995 -0.301
H3 -2.695 1.458 -0.882
H4 -0.332 2.000 1.016
H5 -1.780 0.980 1.330
H6 -0.288 -1.725 0.035
H7 1.444 1.051 -0.140
N1 -0.320 0.120 0.284
O1 -0.983 -1.059 0.310
S1 1.771 -1.346 -0.252

Properties
Frontier orbital gap in eV: 9.3
Highest occupied orbital energy in eV: -8.5
SMILES: CCN(O)C=S



<ii>
A single C3H7NOS molecule. Source: the Open Molecules 2025 dataset; level of theory: ωB97M-V/def2-TZVPD.

CARTESIAN COORDINATES (ANGSTROEM)
O1 -2.628 -0.594 -0.547
C1 -1.448 -0.774 -0.587
C2 -0.334 0.285 -0.253
C3 0.952 -0.522 -0.032
S1 2.367 0.520 -0.508
N1 -0.658 1.052 0.918
H1 -1.086 -1.740 -1.009
H2 -0.265 0.836 -1.190
H3 1.120 -0.828 0.993
H4 0.956 -1.363 -0.712
H5 3.122 0.348 0.615
H6 -0.703 2.047 0.801
H7 -1.393 0.731 1.512

Properties
Frontier orbital gap in eV: 9.7
Highest occupied orbital energy in eV: -9.0
SMILES: N[C@H](C=O)CS



<iii>
2 unconnected molecules or ions with the total composition C3H7NOS. Source: the Open Molecules 2025 dataset; level of theory: ωB97M-V/def2-TZVPD.

CARTESIAN COORDINATES (ANGSTROEM)
C1 -0.482 0.032 -0.362
C2 -1.776 1.024 0.367
S1 2.883 0.632 -0.351
C3 -1.855 -0.540 -0.491
N1 0.411 -0.587 0.670
O1 -2.245 -1.374 0.451
H1 -2.939 1.094 0.171
H2 -2.346 -0.753 -1.442
H3 -1.474 2.051 0.122
H4 -1.676 0.678 1.396
H5 0.014 0.625 -1.224
H6 1.420 -0.200 0.685
H7 0.638 -1.597 0.519

Properties
Frontier orbital gap in eV: 5.2
Highest occupied orbital energy in eV: -9.0



What should be chosen as the least stable of them? Choose <iii>.



<i>
A single C4H6O molecule. Source: the Open Molecules 2025 dataset; level of theory: ωB97M-V/def2-TZVPD.

CARTESIAN COORDINATES (ANGSTROEM)
C1 0.854 -0.490 -0.895
C2 -0.216 -0.585 0.157
O1 0.390 -1.109 1.304
C3 -0.669 0.779 0.259
C4 -1.047 1.926 0.353
H1 1.146 -1.479 -1.267
H2 1.768 0.039 -0.603
H3 0.409 0.118 -1.795
H4 -1.019 -1.250 -0.183
H5 -0.084 -0.796 2.076
H6 -1.531 2.846 0.593

Properties
Frontier orbital gap in eV: 11.0
Highest occupied orbital energy in eV: -10.1
SMILES: C#C[C@@H](C)O



<ii>
A single C4H6O molecule. Source: the Open Molecules 2025 dataset; level of theory: ωB97M-V/def2-TZVPD.

CARTESIAN COORDINATES (ANGSTROEM)
C1 1.619 -0.031 1.451
C2 0.387 0.466 1.379
C3 -0.496 0.577 0.175
C4 -0.713 -0.459 -0.654
O1 -0.798 -0.299 -2.037
H1 2.178 0.313 2.333
H2 2.081 -0.911 0.994
H3 -0.176 0.892 2.322
H4 -0.944 1.446 -0.245
H5 -0.563 -1.516 -0.389
H6 -0.952 -1.171 -2.407

Properties
Frontier orbital gap in eV: 9.3
Highest occupied orbital energy in eV: -8.5
SMILES: C=C/C=C/O



<iii>
A single C4H6O molecule. Source: the Open Molecules 2025 dataset; level of theory: ωB97M-V/def2-TZVPD.

CARTESIAN COORDINATES (ANGSTROEM)
C1 1.056 -0.022 -0.037
C2 0.103 1.056 -0.031
C3 -1.015 0.013 -0.116
C4 0.059 -1.084 -0.024
H1 0.255 1.594 0.933
H2 0.273 1.799 -0.792
H3 -1.512 0.018 0.884
H4 -1.661 0.036 -0.933
H5 0.118 -1.499 0.987
H6 0.089 -1.872 -0.791
O1 2.234 -0.040 -0.080

Properties
Frontier orbital gap in eV: 10.5
Highest occupied orbital energy in eV: -9.5
SMILES: O=C1CCC1



<iv>
2 unconnected molecules or ions with the total composition C4H6O. Source: the Open Molecules 2025 dataset; level of theory: ωB97M-V/def2-TZVPD.

CARTESIAN COORDINATES (ANGSTROEM)
C1 -0.249 -1.121 0.220
O1 -1.313 -0.267 0.241
C2 -0.852 1.081 -0.012
C3 0.652 0.932 -0.057
C4 0.965 -0.357 0.169
H1 -0.477 -2.063 0.669
H2 0.710 -2.113 -0.853
H3 -1.174 1.743 0.810
H4 -1.356 1.434 -0.927
H5 1.307 1.773 -0.230
H6 1.789 -1.043 -0.029

Properties
Frontier orbital gap (spin up / spin down) in eV: 8.3 / 8.3
Highest occupied orbital energy (spin up / spin down) in eV: -7.8 / -7.8



What should be chosen as the least stable of them? Choose <iv>.